[1]
{
  "formula": "C42H34AsCl2IMoN2O2",
  "method": "ωB97M-V with the def2-TZVPD basis set",
  "de_lowest_ev": 0.750,
  "spin_multiplicity": 3,
  "s_squared": 2.0297,
  "elements": ["Mo", "I", "C", "C", "C", "C", "C", "C", "C", "C", "C", "C", "H", "H", "H", "H", "H", "H", "Cl", "C", "C", "C", "Cl", "C", "C", "C", "C", "N", "C", "C", "O", "H", "H", "H", "H", "C", "C", "C", "C", "O", "H", "H", "H", "H", "H", "H", "H", "H", "H", "C", "C", "C", "C", "C", "C", "As", "C", "C", "C", "C", "C", "C", "C", "C", "C", "C", "C", "C", "H", "H", "H", "H", "H", "H", "H", "H", "H", "H", "H", "H", "H", "H", "H", "N", "C"],
  "coordinates": [[-0.5426, -0.4080, 1.3332], [1.2678, -0.2613, 5.1174], [1.2837, -2.1970, 4.2958], [1.3394, -3.1831, 5.2430], [1.7263, -4.4868, 4.9022], [2.1574, -4.7359, 3.6377], [2.0874, -3.7410, 2.6371], [2.6265, -4.0291, 1.3617], [2.5894, -3.0965, 0.3766], [1.8536, -1.9186, 0.5838], [1.2325, -1.5762, 1.7720], [1.5129, -2.4509, 2.9035], [1.1411, -2.9485, 6.2792], [1.7634, -5.2488, 5.6697], [2.5808, -5.6989, 3.3766], [3.0923, -4.9947, 1.2025], [3.0560, -3.2797, -0.5840], [1.7591, -1.2611, -0.2733], [1.5878, 3.4537, 3.4470], [0.0447, 3.4903, 2.6740], [-0.6725, 4.6871, 2.6080], [-1.8983, 4.7489, 1.9861], [-2.7214, 6.2728, 1.8943], [-2.4883, 3.6108, 1.4012], [-3.7067, 3.5622, 0.7013], [-4.1047, 2.3689, 0.1443], [-3.3230, 1.2292, 0.2916], [-2.1747, 1.2314, 0.9551], [-1.7608, 2.4048, 1.4865], [-0.4861, 2.3363, 2.1100], [0.0384, 1.1411, 2.0542], [-0.2502, 5.5797, 3.0475], [-4.3068, 4.4550, 0.5966], [-5.0245, 2.3152, -0.4211], [-3.6150, 0.2785, -0.1354], [-2.7041, -2.4819, -1.4499], [-2.0938, -2.7637, -0.0737], [-1.1920, -4.0077, -0.1095], [-3.2203, -2.9682, 0.9473], [-1.2936, -1.6638, 0.3209], [-3.4536, -3.2395, -1.6786], [-1.9528, -2.4945, -2.2387], [-3.1856, -1.5013, -1.4495], [-1.7707, -4.9057, 0.1045], [-0.4183, -3.9060, 0.6532], [-0.7134, -4.1310, -1.0827], [-3.9264, -3.7199, 0.5928], [-3.7561, -2.0302, 1.1059], [-2.8047, -3.2856, 1.9013], [4.9337, 2.1123, -0.6010], [3.9666, 2.4861, 0.3191], [2.6567, 2.0639, 0.1569], [2.2881, 1.2960, -0.9461], [3.2719, 0.8966, -1.8461], [4.5870, 1.3032, -1.6726], [0.4204, 0.7175, -1.0749], [-0.4226, 2.3511, -1.7407], [-1.4608, 2.2595, -2.6669], [-2.0965, 3.4028, -3.1259], [-1.7170, 4.6500, -2.6505], [-0.6999, 4.7484, -1.7134], [-0.0586, 3.6049, -1.2592], [0.5446, -0.2677, -2.7545], [0.5539, -1.6579, -2.7034], [0.7775, -2.4033, -3.8527], [1.0000, -1.7624, -5.0617], [0.9740, -0.3745, -5.1234], [0.7495, 0.3691, -3.9764], [5.9604, 2.4291, -0.4702], [4.2278, 3.0986, 1.1727], [1.9248, 2.3170, 0.9131], [3.0235, 0.2625, -2.6856], [5.3413, 0.9822, -2.3796], [-1.7620, 1.2890, -3.0454], [-2.8870, 3.3210, -3.8616], [-2.2144, 5.5428, -3.0076], [-0.4016, 5.7165, -1.3304], [0.7398, 3.6965, -0.5328], [0.3989, -2.1505, -1.7504], [0.7795, -3.4848, -3.7997], [1.2021, -2.3422, -5.9529], [1.1425, 0.1322, -6.0650], [0.7508, 1.4516, -4.0189], [-2.1436, -1.5192, 3.8860], [-1.5305, -1.0887, 3.0030]],
  "mulliken_charge": [-0.47, 0.06, -0.18, -0.34, -0.88, -0.94, 0.74, -1.01, -1.33, -0.76, 1.42, 0.80, 0.39, 0.39, 0.37, 0.35, 0.46, 0.47, -0.19, 0.35, -0.45, 0.98, -0.28, -0.58, -0.94, -1.23, -0.19, 0.43, 0.38, -0.40, 0.15, 0.49, 0.45, 0.47, 0.20, -1.12, 1.29, -1.16, -1.77, 0.95, 0.45, 0.20, 0.08, 0.48, 0.08, 0.21, 0.50, 0.23, 0.40, -0.60, -0.81, -0.21, 1.07, -0.46, -0.83, 2.74, 0.46, -0.37, -0.84, -0.67, -0.67, -0.32, -0.02, -0.59, -1.00, -0.69, -0.72, -0.53, 0.38, 0.44, -0.25, 0.31, 0.44, 0.49, 0.44, 0.40, 0.47, 0.24, 0.48, 0.48, 0.41, 0.43, 0.49, -0.83, 0.23]
}

[2]
{
  "formula": "C3H7N3OS2",
  "method": "ωB97M-V with the def2-TZVPD basis set",
  "de_lowest_ev": 0.000,
  "elements": ["C", "C", "C", "N", "N", "N", "O", "S", "S", "H", "H", "H", "H", "H", "H", "H"],
  "coordinates": [[-3.1392, -0.0477, 0.1208], [-0.9560, -1.5274, 0.4322], [-0.1722, -0.2982, -0.0472], [-0.6551, 0.8759, 0.5798], [1.2258, -0.5695, 0.3282], [-0.6196, 1.9832, -0.1464], [2.0945, 0.3684, -0.3015], [-4.3831, 0.9253, 0.0139], [-2.6578, -1.5862, -0.2538], [-0.4562, -2.4394, 0.1082], [-1.0415, -1.5101, 1.5166], [-0.1947, -0.2415, -1.1530], [1.3258, -0.3809, 1.3249], [2.5610, -0.1304, -0.9877], [-0.6520, 1.9284, -1.1642], [-1.0913, 2.7639, 0.2844]],
  "mulliken_charge": [0.11, -0.91, 0.14, -0.36, -0.37, -0.29, -0.43, -0.24, -0.06, 0.42, 0.37, 0.54, 0.30, 0.34, 0.21, 0.25]
}

[3]
{
  "formula": "C9H15Cl16N3P",
  "method": "ωB97M-V with the def2-TZVPD basis set",
  "charge": 1,
  "elements": ["C", "C", "P", "C", "C", "N", "C", "N", "N", "H", "H", "H", "H", "H", "H", "H", "H", "H", "H", "H", "H", "H", "H", "H", "C", "Cl", "Cl", "Cl", "Cl", "C", "Cl", "Cl", "Cl", "Cl", "C", "Cl", "Cl", "Cl", "Cl", "C", "Cl", "Cl", "Cl", "Cl"],
  "coordinates": [[2.5401, -1.9089, -0.0717], [1.0755, -2.2507, -0.4143], [-0.1270, -0.8641, -0.4720], [0.6865, 0.6593, 0.1469], [0.9800, 1.5974, -1.0458], [-1.2227, -1.2345, 0.8993], [-2.4681, -0.7985, 0.8695], [-3.2112, -0.8343, -0.2949], [-3.0991, -0.3160, 2.0269], [2.7828, -2.1880, 0.9523], [3.1875, -2.5090, -0.7117], [2.7991, -0.8697, -0.2650], [1.0349, -2.7240, -1.3970], [0.7097, -3.0115, 0.2827], [1.5752, 0.4719, 0.7483], [-0.0371, 1.1314, 0.8203], [0.4818, 2.5565, -0.8930], [0.5689, 1.1989, -1.9756], [2.0438, 1.7822, -1.1656], [-0.9160, -1.7093, 1.7444], [-3.0000, -1.6966, -0.7887], [-3.0772, -0.0613, -0.9394], [-3.0336, -0.9845, 2.7926], [-2.6087, 0.5179, 2.3464], [3.4782, 1.7894, -4.5253], [5.1910, 2.0207, -4.1939], [2.5639, 3.1759, -3.9179], [3.2159, 1.6235, -6.2564], [2.9189, 0.3165, -3.7054], [3.8935, -5.7147, 0.2742], [2.3449, -5.4952, 1.1172], [4.9415, -4.3364, 0.6187], [4.6500, -7.1970, 0.8339], [3.5987, -5.8042, -1.4639], [-0.9783, 4.4017, 3.5153], [-1.9989, 5.8227, 3.6377], [-2.0192, 2.9558, 3.3807], [0.0356, 4.5078, 2.0740], [0.0298, 4.2456, 4.9456], [-5.8317, 2.3057, 0.0099], [-5.2638, 2.8384, -1.5785], [-6.1488, 0.5686, -0.0532], [-4.5643, 2.6413, 1.2054], [-7.2905, 3.1767, 0.4499]],
  "mulliken_charge": [-1.03, -0.44, -0.14, -0.24, -1.20, -0.11, 0.10, -0.29, -0.37, 0.30, 0.22, 0.37, 0.37, 0.36, 0.58, 0.16, 0.29, 0.41, 0.30, 0.29, 0.31, 0.32, 0.33, 0.16, 0.33, -0.08, -0.10, -0.09, -0.07, 0.37, -0.11, -0.10, -0.08, -0.09, 0.36, -0.07, -0.15, -0.09, -0.08, 0.27, -0.10, -0.08, 0.00, -0.08]
}

[4]
{
  "formula": "C29H38N2O2P3Pb",
  "method": "ωB97M-V with the def2-TZVPD basis set",
  "de_lowest_ev": 0.000,
  "charge": 3,
  "elements": ["Pb", "P", "C", "C", "N", "C", "C", "C", "C", "C", "P", "H", "H", "H", "H", "H", "H", "H", "H", "O", "H", "H", "O", "H", "C", "H", "H", "H", "C", "H", "H", "H", "C", "H", "H", "H", "C", "H", "H", "H", "N", "P", "C", "C", "C", "C", "C", "C", "C", "C", "C", "C", "C", "C", "C", "C", "C", "C", "C", "C", "H", "H", "H", "H", "H", "H", "H", "H", "H", "H", "H", "H", "H", "H", "H"],
  "coordinates": [[0.1586, 0.6911, 0.6248], [2.3218, -1.1467, 0.3366], [2.2864, -1.6665, -1.3628], [1.0748, -1.8264, -2.0649], [-0.1393, -1.4294, -1.5295], [-1.2821, -1.6674, -2.1766], [-1.3171, -2.3273, -3.3963], [-0.1133, -2.7204, -3.9783], [1.0826, -2.4742, -3.3346], [-2.6209, -1.1759, -1.5922], [-2.5106, 0.5321, -1.0144], [2.0427, -2.8075, -3.7282], [-2.3051, -2.4951, -3.8162], [-0.1479, -3.2403, -4.9262], [-3.4514, -1.3062, -2.2794], [-2.8597, -1.7612, -0.6970], [2.6962, 2.4730, -4.1392], [3.2036, -1.9378, -1.8986], [-0.7228, 4.6928, -0.3704], [3.0599, 2.3548, -3.2841], [3.7427, 3.0375, -3.1737], [-1.2570, -0.0823, -0.3290], [-0.2456, 3.9019, -0.5689], [0.1314, 3.8841, -1.4634], [-2.6241, 1.6050, -2.4771], [-3.3910, 1.3177, -3.1983], [-2.8469, 2.6395, -2.1968], [-1.6763, 1.6355, -3.0181], [-3.8788, 0.9123, 0.0654], [-3.5553, 1.5994, 0.8400], [-4.7376, 1.3685, -0.4131], [-4.2529, 0.0309, 0.5745], [2.2751, -2.6613, 1.3880], [3.2407, -2.8902, 1.8560], [1.5240, -2.5020, 2.1706], [1.9725, -3.5219, 0.7806], [3.9912, -0.4237, 0.6647], [3.9079, 0.2087, 1.5651], [4.7513, -1.2059, 0.8329], [4.2756, 0.1940, -0.2026], [-0.2249, -0.7254, 2.3264], [-0.1300, -0.0706, 3.7799], [1.4357, 0.8080, 4.0860], [2.5410, 0.0783, 4.5566], [3.8000, 0.6722, 4.6037], [3.9842, 1.9846, 4.1720], [2.8871, 2.7054, 3.7037], [1.6117, 2.1424, 3.6892], [-1.5552, 1.0079, 4.1661], [-2.5339, 0.6012, 5.0939], [-3.7033, 1.3497, 5.2482], [-3.9268, 2.4921, 4.4840], [-2.9578, 2.8900, 3.5714], [-1.7831, 2.1656, 3.4058], [-0.1365, -1.2829, 5.1057], [-0.3564, -2.6299, 4.8194], [-0.3151, -3.5602, 5.8588], [-0.0898, -3.1559, 7.1747], [0.1182, -1.8015, 7.4556], [0.0983, -0.8573, 6.4256], [2.4107, -0.9525, 4.8968], [4.6371, 0.0887, 4.9769], [4.9784, 2.4319, 4.2052], [3.0268, 3.7202, 3.3394], [0.7664, 2.7576, 3.3760], [-2.3868, -0.3157, 5.6760], [-4.4477, 1.0056, 5.9585], [-4.8493, 3.0537, 4.6026], [-3.1220, 3.7684, 2.9658], [-1.0707, 2.4983, 2.6460], [-0.5420, -2.9132, 3.7871], [-0.4637, -4.6082, 5.6320], [-0.0760, -3.8860, 7.9871], [0.3032, -1.4732, 8.4791], [0.2684, 0.2013, 6.6506]],
  "mulliken_charge": [0.72, 0.83, -0.66, 0.66, 0.02, 0.64, -0.55, -0.69, -0.85, -1.38, 0.85, 0.47, 0.47, 0.48, 0.59, 0.45, 0.30, 0.48, 0.28, -0.59, 0.32, 0.27, -0.50, 0.28, -1.23, 0.45, 0.41, 0.40, -0.93, 0.19, 0.48, 0.41, -0.84, 0.46, 0.03, 0.45, -1.15, 0.19, 0.44, 0.44, -0.70, 1.65, 0.61, -0.33, -0.79, -0.65, -0.84, 0.04, 1.14, -0.59, -0.73, -0.72, -1.23, -0.34, -0.34, -0.46, -0.76, -0.51, -0.83, -0.01, 0.42, 0.44, 0.44, 0.48, 0.26, 0.34, 0.46, 0.44, 0.51, 0.29, 0.45, 0.44, 0.43, 0.43, 0.47]
}

Computed values of electronic energy (unit: eV) for the preceding records, in sequence: -147020.8073; -31407.6772; -223685.8848; -70849.9461.